(1)
Below is a structure of composition C23H23ClNO6, with properties calculated with wB97M-V/def2-TZVPD.

The molecular weight is 444.891 g/mol. The spin multiplicity is 1. The frontier orbital gap comes out at 7.75 eV. The total energy is -1856.5436 Eh. For the LUMO energy, the calculation gives 2.409 eV. As for the net charge: -1.

Structure (XYZ):
```
54
C23H23ClNO6 wB97M-V/def2-TZVPD
Cl -0.796 -0.379 0.232
N 1.937 1.339 -4.775
C 1.667 0.046 -5.047
C 1.245 -0.864 -4.113
C 1.310 -0.427 -2.736
C 1.840 0.821 -2.350
C 2.074 1.750 -3.435
H 1.720 -0.064 -6.161
H 0.948 -1.918 -4.336
H 1.077 -1.084 -1.961
H 1.756 0.990 -1.330
H 2.333 2.786 -3.279
C -1.998 -5.830 -2.591
C -1.736 -4.430 -2.168
C -1.771 -3.322 -3.077
C -2.180 -3.549 -4.339
C -2.462 -4.836 -4.787
C -2.287 -5.962 -3.879
O -2.676 -7.229 -4.389
O -1.681 -1.977 -2.641
H -1.804 -6.670 -2.072
H -1.436 -4.248 -1.199
H -2.335 -2.697 -5.010
H -2.821 -4.909 -5.829
H -2.666 -7.278 -5.284
H -1.356 -1.819 -1.686
C 1.758 0.206 2.684
C 2.042 1.382 3.606
C 3.237 2.160 3.451
C 3.976 1.767 2.373
C 3.709 0.750 1.532
C 2.594 -0.092 1.667
O 2.291 -1.013 0.784
O 3.713 3.069 4.249
H 0.741 -0.428 2.801
H 1.323 1.576 4.447
H 4.788 2.465 2.164
H 4.685 0.560 0.578
H 1.395 -0.936 0.792
H 2.962 3.310 4.736
C -2.526 2.649 4.660
C -1.999 1.965 3.504
C -1.305 2.855 2.581
C -1.203 4.336 2.811
C -1.887 4.872 3.880
C -2.518 4.040 4.865
O -3.007 4.632 5.979
O -0.674 2.369 1.465
H -3.077 1.940 5.236
H -1.988 0.841 3.279
H -0.632 5.025 1.995
H -1.938 5.972 4.108
H -3.522 3.987 6.525
H -0.838 1.505 1.487
```

(2)
Below is an isolated molecule of C2H4N2OS2, with properties calculated with wB97M-V/def2-TZVPD.

The molecular weight is 136.201 g/mol. The spin multiplicity is 1. The frontier orbital gap comes out at 9.01 eV. The total energy is -1059.6320 Eh. Its SMILES is O=CSN/C=N\S. For the LUMO energy, the calculation gives 0.206 eV.

Structure (XYZ):
```
11
C2H4N2OS2 wB97M-V/def2-TZVPD
O 3.235 -1.360 0.025
C 2.297 -0.627 0.296
S 1.124 0.080 -0.884
N 0.112 1.107 -0.022
C -1.181 0.887 0.089
N -1.943 -0.069 0.059
S -1.378 -1.736 -0.260
H 1.968 -0.142 1.351
H 0.368 2.162 -0.151
H -1.761 1.933 0.027
H -2.841 -2.234 -0.530
```

(3)
Below is the ion C6H14O4P with charge +1, with properties calculated with wB97M-V/def2-TZVPD.

The molecular weight is 181.148 g/mol. The spin multiplicity is 1. The frontier orbital gap comes out at 9.90 eV. The total energy is -878.8603 Eh. For the LUMO energy, the calculation gives -2.910 eV. As for the net charge: +1.

Structure (XYZ):
```
25
C6H14O4P wB97M-V/def2-TZVPD
C 1.415 1.903 -1.711
C 0.810 0.848 -2.326
C 0.585 0.372 2.241
C 1.206 -1.255 -0.065
C -1.763 -0.934 0.734
C -0.139 -0.099 -1.609
O -0.502 1.171 2.740
O 0.588 -1.409 -1.362
O -1.836 -1.867 -0.279
O -1.295 -0.270 -2.293
P -0.214 0.170 0.582
H 1.906 2.654 -2.386
H 1.304 2.142 -0.636
H 0.946 0.675 -3.451
H 0.697 -0.583 2.965
H 1.604 0.882 2.295
H 1.141 -2.237 0.543
H 2.148 -0.904 -0.214
H -2.640 -0.218 0.694
H -1.729 -1.474 1.627
H -0.775 1.581 0.561
H -0.705 1.076 3.681
H -0.400 -1.948 -1.304
H -2.189 -1.333 -0.993
H -1.219 -0.152 -3.210
```

(4)
Below is a structure of composition C20H39AsCoIN6O3S, with properties calculated with wB97M-V/def2-TZVPD.

The molecular weight is 704.397 g/mol. The spin multiplicity is 2. The frontier orbital gap (alpha / beta) comes out at 8.74 / 8.87 eV. The total energy is -5654.0001 Eh. Its expectation value of S² is 0.76. For the LUMO energy (alpha / beta), the calculation gives -1.977 / -1.845 eV. As for the net charge: +1.

Structure (XYZ):
```
72
C20H39AsCoIN6O3S wB97M-V/def2-TZVPD
Co -0.094 -0.673 0.136
C 0.509 -3.605 -0.620
C -0.812 -3.481 0.142
N -1.487 -2.221 -0.235
C -2.022 -2.294 -1.620
C -1.654 -1.059 -2.430
N -0.262 -0.699 -2.187
C 0.724 -1.545 -2.871
C 1.837 -1.993 -1.924
N 1.264 -2.348 -0.637
H 1.093 -4.416 -0.179
H 0.321 -3.904 -1.652
H -1.447 -4.346 -0.073
H -0.616 -3.440 1.212
H -2.270 -2.072 0.390
H -1.624 -3.191 -2.094
H -3.106 -2.419 -1.603
H -1.876 -1.246 -3.490
H -2.259 -0.227 -2.087
H -0.085 0.276 -2.363
H 0.209 -2.417 -3.279
H 1.162 -1.027 -3.728
H 2.400 -2.814 -2.387
H 2.526 -1.165 -1.759
H 1.947 -2.346 0.105
I -0.340 2.977 2.721
C -1.926 1.614 2.850
C -3.092 2.045 3.481
C -4.122 1.138 3.635
C -3.941 -0.163 3.183
C -2.741 -0.477 2.574
N -1.752 0.396 2.375
H -3.168 3.056 3.854
H -5.041 1.435 4.122
H -4.699 -0.921 3.315
H -2.538 -1.499 2.265
C 3.698 -0.491 1.207
N 4.038 0.535 0.251
C 5.421 0.796 -0.139
C 5.295 2.054 -1.008
N 3.877 2.028 -1.343
C 3.182 1.241 -0.485
S 1.498 1.251 -0.446
H 3.878 -1.487 0.788
H 2.657 -0.364 1.500
H 4.318 -0.376 2.095
H 5.824 -0.055 -0.696
H 6.037 0.952 0.746
H 5.910 2.003 -1.903
H 5.554 2.958 -0.450
H 3.401 2.796 -1.783
C 0.489 -1.865 4.132
C 0.741 -0.976 2.921
O 1.266 0.119 3.043
O 0.374 -1.510 1.790
H 1.366 -1.866 4.777
H 0.220 -2.883 3.860
H -0.330 -1.424 4.707
C -1.267 2.501 -3.115
As -1.943 2.501 -1.297
C -1.346 4.168 -0.546
C -3.872 2.588 -1.413
O -1.485 1.144 -0.476
H -1.554 3.429 -3.609
H -1.679 1.661 -3.672
H -0.180 2.434 -3.085
H -1.714 4.986 -1.167
H -0.259 4.172 -0.515
H -1.728 4.265 0.466
H -4.184 3.082 -2.332
H -4.263 3.135 -0.557
H -4.259 1.571 -1.390
```

(5)
Below is a structure of composition C20H9Cl4F2IN3O2Rh, with properties calculated with wB97M-V/def2-TZVPD.

The molecular weight is 732.929 g/mol. The spin multiplicity is 5. The frontier orbital gap (alpha / beta) comes out at 5.43 / 5.91 eV. The total energy is -3530.9335 Eh. Its expectation value of S² is 6.06. For the LUMO energy (alpha / beta), the calculation gives 0.128 / -2.430 eV.

Structure (XYZ):
```
42
C20H9Cl4F2IN3O2Rh wB97M-V/def2-TZVPD
Rh -0.363 0.186 0.304
Cl 4.887 1.414 -4.112
C 3.752 1.493 -2.832
C 3.815 2.594 -1.910
Cl 5.033 3.780 -2.115
C 2.913 2.704 -0.888
Cl 2.935 4.007 0.223
C 1.901 1.714 -0.718
O 1.019 1.781 0.187
C 1.861 0.577 -1.625
O 0.970 -0.305 -1.441
C 2.801 0.520 -2.696
Cl 2.669 -0.801 -3.783
F 3.882 -1.047 3.297
C 2.593 -1.283 2.976
C 1.998 -0.541 1.979
C 0.665 -0.790 1.676
C -0.072 -1.787 2.355
C 0.604 -2.499 3.352
F -0.046 -3.470 4.029
C 1.918 -2.270 3.678
C -1.430 -1.948 1.935
C -2.428 -2.744 2.479
C -3.710 -2.729 1.975
C -4.007 -1.861 0.868
C -3.037 -1.090 0.343
N -1.731 -1.105 0.816
H 2.575 0.223 1.477
H 2.403 -2.844 4.454
H -2.181 -3.374 3.320
H -4.480 -3.349 2.410
H -4.999 -1.824 0.440
H -3.219 -0.436 -0.498
I -4.094 3.993 -3.212
C -2.767 2.552 -2.600
C -2.045 1.691 -3.396
N -1.308 0.932 -2.570
N -1.515 1.245 -1.285
C -2.398 2.233 -1.285
H -2.004 1.572 -4.465
H -0.625 0.216 -2.782
H -2.734 2.667 -0.359
```

(6)
Below is a cluster of 7 separate species, C20H33Br2N3O7 in total, with properties calculated with wB97M-V/def2-TZVPD.

The molecular weight is 587.306 g/mol. The spin multiplicity is 1. The frontier orbital gap comes out at 2.55 eV. The total energy is -6620.5008 Eh. For the LUMO energy, the calculation gives 3.050 eV. As for the net charge: -2.

Structure (XYZ):
```
65
C20H33Br2N3O7 wB97M-V/def2-TZVPD
N 8.098 11.430 6.238
H 8.506 10.413 6.377
H 8.840 12.137 6.352
H 7.186 11.567 6.784
H 7.833 11.408 5.253
C 4.362 13.091 5.909
C 5.097 13.258 7.253
O 5.702 12.151 7.704
H 5.029 12.654 5.153
H 3.969 14.027 5.482
H 3.546 12.368 6.043
H 4.330 13.699 7.953
H 5.874 14.050 7.123
C 11.240 8.511 6.828
C 9.952 8.262 6.029
O 8.849 8.829 6.530
H 11.423 7.759 7.611
H 11.129 9.456 7.365
H 12.108 8.412 6.164
H 9.848 7.167 5.820
H 10.169 8.697 4.999
C 9.991 12.043 10.091
C 9.467 11.060 11.189
O 8.258 10.555 10.961
H 9.110 12.563 9.678
H 10.485 11.526 9.259
H 10.637 12.858 10.470
H 9.424 11.693 12.142
H 10.279 10.284 11.343
Br 7.269 17.013 10.480
C 7.343 15.799 8.957
C 8.790 15.592 8.521
Br 8.786 14.673 6.835
H 6.662 16.121 8.175
H 6.940 14.856 9.327
H 9.225 14.926 9.263
H 9.344 16.525 8.497
C 15.534 11.881 3.770
C 14.563 11.251 4.537
C 13.394 11.924 4.856
C 13.207 13.190 4.354
C 14.192 13.853 3.636
C 15.363 13.190 3.328
N 11.896 13.840 4.497
O 11.030 13.213 5.059
O 11.771 14.963 4.051
H 16.431 11.312 3.543
H 14.673 10.229 4.871
H 12.652 11.458 5.490
H 14.054 14.871 3.301
H 16.145 13.643 2.734
C 2.341 8.448 2.877
C 3.228 7.797 3.728
C 4.474 8.344 3.989
C 4.816 9.561 3.425
C 3.988 10.193 2.534
C 2.734 9.649 2.307
N 6.097 10.151 3.796
O 6.333 11.270 3.368
O 6.834 9.502 4.459
H 1.310 8.132 2.784
H 2.945 6.900 4.265
H 5.120 7.857 4.709
H 4.212 11.190 2.185
H 2.080 10.228 1.664
```

(7)
Below is a structure of composition C2H3N2O3, with properties calculated with wB97M-V/def2-TZVPD.

The molecular weight is 103.057 g/mol. The spin multiplicity is 3. The frontier orbital gap (alpha / beta) comes out at 7.51 / 9.25 eV. The total energy is -412.7990 Eh. Its expectation value of S² is 2.01. For the LUMO energy (alpha / beta), the calculation gives -5.715 / -7.367 eV. As for the net charge: +1.

Structure (XYZ):
```
10
C2H3N2O3 wB97M-V/def2-TZVPD
C 1.439 0.307 0.594
C -2.717 -0.545 -0.247
N 1.608 -0.674 -0.175
N 0.158 1.300 -0.360
O -3.780 -0.995 -0.277
O -1.667 -0.114 -0.211
O -0.124 2.293 0.002
H 1.637 0.442 1.662
H 1.981 -1.621 0.139
H 1.465 -0.393 -1.127
```

(8)
Below is a structure of composition C39H33Br2N5ORe, with properties calculated with wB97M-V/def2-TZVPD.

The molecular weight is 933.742 g/mol. The spin multiplicity is 2. The frontier orbital gap (alpha / beta) comes out at 6.11 / 5.90 eV. The total energy is -7081.3803 Eh. Its expectation value of S² is 0.77. For the LUMO energy (alpha / beta), the calculation gives -0.453 / -0.464 eV.

Structure (XYZ):
```
81
C39H33Br2N5ORe wB97M-V/def2-TZVPD
Re -0.247 -0.299 -0.038
C -1.943 -4.125 -1.492
C -1.769 -2.769 -1.173
N -0.780 -2.357 -0.412
C 0.102 -3.258 0.120
C -0.039 -4.639 -0.107
C -1.089 -5.046 -0.962
C 0.846 -5.535 0.533
C 1.795 -5.027 1.373
C 1.952 -3.640 1.590
C 1.144 -2.723 0.945
N 1.161 -1.348 1.029
C 2.100 -0.630 1.783
C 3.448 -0.869 1.767
C 4.344 -0.068 2.516
C 3.896 0.972 3.273
C 2.513 1.284 3.274
C 1.965 2.378 3.983
C 0.637 2.664 3.871
C -0.160 1.854 3.031
N 0.304 0.814 2.386
C 1.623 0.502 2.511
H -2.756 -4.418 -2.142
H -2.437 -2.004 -1.555
H -1.208 -6.102 -1.182
H 0.746 -6.603 0.371
H 2.459 -5.709 1.892
H 2.714 -3.296 2.273
H 3.834 -1.680 1.161
H 5.405 -0.283 2.471
H 4.581 1.588 3.844
H 2.618 2.990 4.598
H 0.191 3.498 4.399
H -1.214 2.085 2.885
Br -4.010 1.642 -3.069
C -4.171 0.941 -1.328
C -5.426 0.878 -0.709
C -5.564 0.376 0.557
Br -7.286 0.337 1.350
C -4.443 -0.099 1.269
C -4.452 -0.646 2.577
C -3.287 -1.088 3.131
C -2.084 -0.997 2.408
N -2.040 -0.480 1.196
C -3.194 -0.030 0.619
C -3.021 0.504 -0.690
O -1.827 0.537 -1.187
H -6.296 1.232 -1.244
H -5.385 -0.710 3.121
H -3.270 -1.513 4.126
H -1.144 -1.336 2.823
C 0.681 -1.289 -3.585
C 1.817 -0.258 -3.554
C 2.922 -0.698 -2.584
C 1.327 1.168 -3.319
C 1.267 2.020 -4.418
C 0.885 3.344 -4.288
C 0.621 3.844 -3.025
C 0.666 3.035 -1.894
C 0.415 3.710 -0.555
C 1.466 3.367 0.505
C -1.012 3.480 -0.040
C 0.941 1.664 -2.060
N 0.791 0.774 -0.988
H 1.025 -2.222 -4.043
H -0.177 -0.918 -4.153
H 0.344 -1.513 -2.573
H 2.258 -0.238 -4.552
H 2.548 -0.745 -1.560
H 3.763 -0.001 -2.609
H 3.291 -1.691 -2.860
H 1.529 1.629 -5.396
H 0.816 3.986 -5.160
H 0.380 4.897 -2.902
H 0.515 4.778 -0.756
H 1.453 2.306 0.746
H 1.270 3.930 1.423
H 2.472 3.619 0.155
H -1.175 2.430 0.191
H -1.754 3.781 -0.784
H -1.178 4.063 0.872
```